1.
9
Properties=species:S:1:pos:R:3:forces:R:3 method="wB97M-V/def2-TZVPD" homo_ha="-0.47738 / -0.62714" multiplicity=3 total_charge=+1 homo_lumo_gap_ev="8.038 / 6.207" s2=2.00 relative_energy_kcal_mol=72.8 lumo_ev="-5.0 / -10.9" total_energy_ha=-246.13821
C 0.51821 1.24301 -0.80313 3.5 9.4 -4.0
C -0.13048 -0.90984 0.37254 -0.6 -2.4 -3.4
C 2.67970 3.05286 -0.59504 -2.2 -0.7 -2.8
N 0.23938 0.29881 -0.17764 -2.6 -8.7 4.7
O 3.31351 3.24542 0.27636 2.2 0.7 2.9
H 0.16585 -0.73526 1.34688 0.1 0.2 3.4
H 0.59353 -1.76371 0.10491 -1.0 1.4 -0.2
H -1.22539 -1.27467 0.28269 1.4 1.0 0.3
H 0.48165 1.98662 -1.58447 -0.9 -0.8 -1.0

***

2.
10
Properties=species:S:1:pos:R:3:forces:R:3 method="wB97M-V/def2-TZVPD" homo_ha=-0.09522 total_charge=-1 homo_lumo_gap_ev=6.948 relative_energy_kcal_mol=50.8 lumo_ev=4.4 total_energy_ha=-321.93165
C -1.86197 -0.38011 -0.66050 2.0 0.4 -0.2
C 1.02909 -0.51305 0.26882 0.8 -1.4 0.2
C 0.66501 0.91262 0.29493 0.5 -0.4 -0.6
N 0.23400 0.04843 -0.80822 -0.8 -0.3 0.5
O -2.31881 -0.19861 -1.72819 -0.3 0.2 -1.2
O -1.98648 -0.67734 0.46781 -0.5 -0.5 1.7
H 2.10649 -0.85600 0.05469 -1.2 0.8 0.0
H 0.64195 -1.21978 1.03636 -0.4 0.5 -0.5
H -0.00949 1.34331 1.02715 -0.3 -0.2 0.2
H 1.50022 1.54051 0.04714 0.3 0.8 -0.1

***

3.
10
Properties=species:S:1:pos:R:3:forces:R:3 method="wB97M-V/def2-TZVPD" homo_ha="-0.53991 / -0.53987" total_charge=+1 homo_lumo_gap_ev="7.314 / 7.312" relative_energy_kcal_mol=84.6 lumo_ev="-7.4 / -7.4" total_energy_ha=-321.53156
C -0.29523 -1.03113 0.49080 0.4 1.0 -0.6
C -1.31693 0.96156 0.14532 5.1 3.2 -3.3
C 0.82603 -0.42170 -0.19876 0.2 0.1 0.1
N 0.47338 0.82306 -0.65175 -4.5 -0.1 1.3
O -1.95255 1.91285 0.03690 -0.6 -0.9 0.5
O -1.33991 -0.24387 0.62019 -0.5 -3.0 1.3
H -0.38905 -2.03726 0.87653 -0.1 0.0 0.1
H 1.69320 -0.43709 0.50074 -0.1 -0.3 0.3
H 1.20395 -1.11062 -0.98417 -0.2 -0.4 0.1
H 1.09712 1.58421 -0.83582 0.2 0.3 0.2

***

4.
11
Properties=species:S:1:pos:R:3:forces:R:3 method="wB97M-V/def2-TZVPD" homo_ha="-0.14715 / -0.13613" total_charge=-1 homo_lumo_gap_ev="7.882 / 7.555" relative_energy_kcal_mol=150.1 lumo_ev="3.9 / 3.9" total_energy_ha=-397.06462
C 2.17208 0.03130 -0.15791 -1.5 -1.6 -0.5
C -1.63925 0.44267 -0.42521 -1.6 2.5 -1.5
C -0.95264 -0.01806 0.74358 1.9 0.3 0.3
N 1.27335 -0.93984 0.48332 -2.5 1.3 1.4
O 3.13765 -0.73509 -0.29888 2.0 0.4 -0.6
O 1.92345 1.20102 -0.43988 0.1 -0.2 0.4
O -2.24144 -0.44702 0.49867 -0.6 -1.6 0.1
H -2.25660 1.38012 -0.49743 0.9 -0.3 0.7
H -1.50169 0.21456 -1.48554 0.6 -1.1 0.5
H -0.78538 0.55972 1.65384 0.1 -0.1 -0.3
H 0.87047 -1.68938 -0.07455 0.5 0.4 -0.6

***

5.
12
Properties=species:S:1:pos:R:3:forces:R:3 method="wB97M-V/def2-TZVPD" homo_ha=-0.12438 total_charge=-1 homo_lumo_gap_ev=7.002 relative_energy_kcal_mol=48.3 lumo_ev=3.6 total_energy_ha=-795.37487 smiles="O=C1OCC[N-]SO1"
O 2.63284 1.74230 0.00244 0.6 0.4 -0.7
C 1.82338 0.84221 -0.04661 -0.1 -1.1 1.8
O 0.51657 1.24432 -0.05121 -0.8 1.6 -0.9
C -0.59328 0.54802 0.36349 -1.5 -1.4 0.8
C -1.20335 -0.56353 -0.50534 0.7 -0.3 0.4
N -0.41197 -1.83512 -0.73366 -0.2 1.3 0.5
S 0.66470 -1.96737 0.38440 0.5 -0.6 0.2
O 2.05130 -0.41231 0.06355 0.4 -0.3 -0.5
H -1.46591 1.19454 0.59810 0.7 0.7 -0.9
H -0.51034 0.11795 1.35514 0.9 -0.3 0.3
H -2.12457 -0.70513 0.06685 -0.5 -0.6 -0.5
H -1.37935 -0.20588 -1.49715 -0.6 0.4 -0.6

***

6.
13
Properties=species:S:1:pos:R:3:forces:R:3 method="wB97M-V/def2-TZVPD" homo_ha=-0.13863 total_charge=-1 homo_lumo_gap_ev=7.419 relative_energy_kcal_mol=62.1 lumo_ev=3.6 total_energy_ha=-870.58097
C 0.44741 -1.06401 -0.13751 -2.7 -1.3 0.0
C -0.15307 0.33482 -0.05453 1.3 -2.2 -2.4
C -1.44130 0.65093 0.52406 -4.0 0.7 2.1
N -0.23035 -0.83980 -1.41443 -0.4 2.1 0.5
O 0.13685 -2.07947 0.52714 0.5 -0.1 1.0
O 1.91316 -0.85294 -0.36041 0.8 1.2 0.2
O 0.73289 1.34026 -0.34277 0.4 -0.6 0.1
O 3.03599 1.04151 0.85879 -1.1 -0.5 -1.2
S 2.34235 0.66473 -0.39304 0.8 0.6 0.7
H -1.53792 1.56000 1.26358 0.8 -1.3 -1.7
H -1.80044 -0.17711 1.24227 0.7 0.7 -1.4
H -2.29773 0.78449 -0.26657 1.7 -0.1 1.4
H -1.14784 -1.36342 -1.44658 1.3 0.8 0.8

***

7.
14
Properties=species:S:1:pos:R:3:forces:R:3 method="wB97M-V/def2-TZVPD" homo_ha=-0.12951 total_charge=-1 homo_lumo_gap_ev=7.230 relative_energy_kcal_mol=12.6 lumo_ev=3.7 total_energy_ha=-622.87779
C 1.13399 2.12528 0.87150 0.5 -0.3 0.3
C -0.34185 0.09151 -1.38652 0.6 2.1 -1.4
C -0.40431 -0.10433 0.09758 -0.3 -1.5 0.7
N -0.43782 -1.34979 0.54652 0.3 2.8 0.0
O 0.58290 3.04622 0.44931 -1.4 2.2 -1.1
O 2.08582 1.61118 1.30985 1.0 -1.4 0.6
O -0.64547 -2.42793 -0.06579 -0.4 -1.8 -1.5
O -0.27875 -1.61001 1.87751 0.3 -0.1 3.2
O -0.29011 -1.02847 -2.18287 0.5 -1.1 -0.4
O -0.33353 0.84989 0.93540 0.0 0.4 0.4
H -1.12910 0.67500 -1.89813 -0.2 0.6 1.3
H 0.58358 0.71916 -1.54669 -0.5 -0.4 0.2
H -0.43174 -1.73976 -1.52965 0.0 -1.1 -0.1
H -0.09362 -0.85796 2.52197 -0.4 -0.4 -2.3

***

8.
10
Properties=species:S:1:pos:R:3:forces:R:3 method="wB97M-V/def2-TZVPD" homo_ha=-0.33328 total_charge=0 homo_lumo_gap_ev=8.256 relative_energy_kcal_mol=51.1 lumo_ev=-0.8 total_energy_ha=-587.94493 smiles="C[C@@]1(P=O)C=N1"
C -0.88751 -0.82761 0.38678 -0.8 4.9 -4.2
C 0.26652 0.39883 -0.02968 -1.4 -3.0 1.2
P 2.06045 -0.01769 0.46452 -0.8 1.7 -0.6
O 2.11068 -1.38455 0.97546 -0.3 -0.9 0.3
C 0.03579 1.37693 -1.09692 -0.3 -1.2 5.0
N -0.28080 1.81998 0.03256 0.6 0.1 -0.6
H -1.90333 -0.24720 0.56918 2.1 -1.4 -0.4
H -0.51975 -1.26619 1.21307 1.0 -1.7 2.9
H -0.94572 -1.52161 -0.47606 -0.2 0.3 0.7
H 0.06366 1.66912 -2.03891 0.0 1.2 -4.2

***

9.
10
Properties=species:S:1:pos:R:3:forces:R:3 method="wB97M-V/def2-TZVPD" homo_ha=-0.32740 total_charge=0 homo_lumo_gap_ev=7.942 relative_energy_kcal_mol=50.6 lumo_ev=-1.0 total_energy_ha=-587.94568
C 0.61196 1.09535 0.14620 -0.2 0.5 -1.3
C -0.19389 0.00472 0.05897 2.8 3.2 -2.9
C -0.83019 -0.93408 0.93181 0.6 -0.8 1.6
N 1.08198 1.80024 -1.23044 -2.3 -3.2 1.4
O 0.94611 -0.48717 -2.76170 0.2 -1.7 -2.2
P 0.41795 0.41092 -1.79440 0.7 2.3 4.1
H 1.09584 1.63764 0.95476 -0.2 -0.3 0.2
H -0.25257 -1.63653 1.54544 0.7 0.2 -0.5
H -1.54790 -1.53490 0.48685 -1.5 -0.9 -1.2
H -1.32929 -0.35619 1.66250 -0.9 0.7 0.9

***

10.
10
Properties=species:S:1:pos:R:3:forces:R:3 method="wB97M-V/def2-TZVPD" homo_ha=-0.32397 total_charge=0 homo_lumo_gap_ev=8.726 relative_energy_kcal_mol=25.5 lumo_ev=-0.1 total_energy_ha=-910.94796 smiles=Cc1npcs1
C 1.71181 0.46243 0.02566 -2.0 1.8 -0.9
C 0.20256 0.30700 -0.22038 -0.1 0.2 2.1
N -0.58940 1.30433 -0.00921 -2.8 -2.2 -1.3
P -2.55060 0.60415 -0.02600 4.3 -1.6 -0.1
C -1.98444 -1.08369 -0.09144 0.0 3.2 0.7
S -0.29177 -1.35348 -0.07986 -0.7 -0.3 -0.7
H 2.07099 1.03500 -0.80840 0.5 0.6 -0.1
H 2.33231 -0.36506 0.14139 0.5 -1.8 0.2
H 1.66473 1.03466 0.92803 0.8 0.6 0.5
H -2.56617 -1.94533 0.14021 -0.6 -0.5 -0.3

***

11.
11
Properties=species:S:1:pos:R:3:forces:R:3 method="wB97M-V/def2-TZVPD" homo_ha=-0.10431 total_charge=-1 homo_lumo_gap_ev=4.705 relative_energy_kcal_mol=25.4 lumo_ev=1.9 total_energy_ha=-504.71960
O -1.27710 0.55282 1.18682 3.1 1.5 0.0
C -0.32252 0.43999 0.32766 -2.3 -3.3 2.9
O 0.73056 -0.24845 0.59021 0.8 1.0 -0.2
Na 1.74859 -1.15727 -1.17040 -1.1 0.7 0.2
O -0.05980 -0.20738 -1.99695 -0.4 0.4 0.1
C -0.77875 0.53421 -1.10134 -2.2 -0.1 -0.6
H -0.92848 1.60938 -1.34333 0.2 -0.1 -0.3
C -2.43442 0.03863 -0.77533 0.2 0.7 -3.3
H -2.98063 0.70027 -0.08462 0.9 -1.4 1.0
H -3.22155 0.18208 -1.53452 0.7 0.6 -1.8
H -2.40934 -1.04996 -0.94974 0.1 0.0 1.9

***

12.
11
Properties=species:S:1:pos:R:3:forces:R:3 method="wB97M-V/def2-TZVPD" homo_ha="-0.05491 / -0.08778" multiplicity=4 total_charge=-1 homo_lumo_gap_ev="5.254 / 6.148" s2=3.76 relative_energy_kcal_mol=45.1 lumo_ev="3.8 / 3.8" total_energy_ha=-1850.64100
O 0.48458 0.71095 0.84870 -0.4 0.6 0.2
C 0.59377 0.09822 -0.37312 -0.4 1.4 -2.7
O 1.69673 -0.59926 -0.47370 -0.9 0.5 0.1
Ni 1.27813 -1.58784 -2.01970 0.1 -1.0 -1.1
O 0.04598 -0.30145 -2.65912 0.2 0.8 0.2
C -0.19691 0.48765 -1.58790 1.2 -2.7 3.3
H -1.24846 0.77379 -1.42743 0.4 0.5 -0.1
C -0.47605 0.20357 1.73985 -0.3 -0.2 0.0
H -0.85292 -0.77724 1.40628 0.1 0.2 0.1
H -1.33262 0.89221 1.82861 0.2 -0.1 0.0
H 0.00777 0.09942 2.71754 -0.2 0.0 0.0